1.
DFT (ωB97M-V/def2-TZVPD) results for an isolated molecule of C5H12N2O at a distorted geometry.

Element x y z (Å)
C 1.020 1.605 -0.956
C -0.209 1.390 -0.062
N -0.778 0.112 -0.384
C -1.276 -0.005 -1.677
C -0.585 -1.026 0.334
O -1.246 -1.988 0.291
C 0.697 -1.194 1.200
N 0.578 -1.437 2.608
H 1.794 2.092 -0.308
H 1.593 0.600 -1.167
H 0.972 2.097 -1.879
H 0.235 1.280 0.972
H -1.036 2.103 -0.214
H -0.747 0.797 -2.408
H -1.369 -0.984 -2.272
H -2.420 0.048 -1.831
H 1.128 -2.196 0.789
H 1.355 -0.347 1.015
H 0.078 -2.322 2.829
H 0.217 -0.624 3.121

Calculated values
Energy above the lowest of the compared OMol25 structures with the same formula, charge and spin, kJ/mol: 287.99
SMILES: CCN(C)C(=O)CN
E_LUMO, eV: 0.855

2.
DFT (ωB97M-V/def2-TZVPD) results for a structure of composition C2H5NO2 at a distorted geometry.

Element x y z (Å)
C -1.069 -0.551 -0.069
C -0.204 0.781 0.205
H -0.600 -0.967 -1.356
H -2.113 -0.348 -0.342
H -0.782 -1.479 0.615
H -0.769 1.676 -0.196
H -0.228 0.493 1.291
N 1.843 -0.062 0.424
O 1.021 0.682 -0.405
O 2.901 -0.225 -0.168

Calculated values
Energy above the lowest of the compared OMol25 structures with the same formula, charge and spin, kJ/mol: 548.29
E_LUMO, eV: -0.114

3.
DFT (ωB97M-V/def2-TZVPD) results for a structure of composition C5H6FeLiO4 at a distorted geometry.

Element x y z (Å)
O -2.752 0.239 1.374
C -1.592 0.347 1.691
O -0.969 0.958 2.547
O -0.710 -0.356 0.679
C 0.542 -0.289 0.796
C 1.468 -0.410 -0.313
Li -4.468 0.766 1.841
H 0.932 0.052 1.768
H 1.006 -0.937 -1.155
H 2.247 -1.091 0.088
Fe -0.812 2.480 3.657
C 2.094 0.979 -0.771
C 3.575 1.119 -0.569
O 4.046 1.941 0.184
H 1.591 1.853 -0.341
H 4.176 0.227 -0.856
H 1.898 1.075 -1.851

Calculated values
Net charge: +2
Energy above the lowest of the compared OMol25 structures with the same formula, charge and spin, kJ/mol: 0.00
2S+1: 6
E_LUMO (spin up / spin down), eV: -8.022 / -10.814
⟨S²⟩: 8.92

4.
DFT (ωB97M-V/def2-TZVPD) results for an isolated molecule of C4H8O at a distorted geometry.

Element x y z (Å)
C 1.569 -0.361 -1.061
C 0.345 -0.744 -0.201
C -0.595 0.134 0.172
C -1.272 0.285 1.459
O -1.115 1.166 -0.708
H 2.242 0.423 -0.749
H 1.276 -0.165 -2.107
H 2.147 -1.296 -1.155
H 0.397 -1.698 0.336
H -2.357 -0.018 1.396
H -1.481 1.337 1.580
H -0.842 -0.238 2.307
H -0.314 1.176 -1.269

Calculated values
Energy above the lowest of the compared OMol25 structures with the same formula, charge and spin, kJ/mol: 161.65
SMILES: C/C=C(/C)O
E_LUMO, eV: 0.913

5.
DFT (ωB97M-V/def2-TZVPD) results for a structure of composition C37H45As2BrN2O12Re at a distorted geometry.

Element x y z (Å)
Re -1.287 -0.012 -1.519
Br -6.152 5.082 0.891
C -4.701 3.905 0.580
C -3.972 3.391 1.668
C -2.930 2.531 1.458
C -2.565 2.116 0.153
O -1.587 1.297 -0.014
C -3.287 2.688 -0.957
C -2.803 2.526 -2.275
N -1.862 1.688 -2.637
C -1.138 1.889 -3.819
C -1.472 2.690 -4.899
C -0.559 2.863 -5.944
C 0.678 2.268 -5.924
C 1.053 1.441 -4.845
C 2.309 0.810 -4.734
C 2.560 0.025 -3.634
C 1.570 -0.155 -2.664
N 0.373 0.411 -2.742
C 0.117 1.230 -3.803
C -4.356 3.569 -0.706
H -4.240 3.678 2.673
H -2.374 2.126 2.290
H -3.166 3.250 -3.002
H -2.430 3.183 -4.965
H -0.845 3.484 -6.778
H 1.378 2.423 -6.730
H 3.052 0.952 -5.504
H 3.508 -0.472 -3.517
H 1.734 -0.791 -1.806
H -4.908 3.988 -1.533
C -1.208 -2.793 0.709
O -1.728 -1.466 0.667
C -3.115 -1.401 0.958
C -3.976 -1.617 -0.284
O -3.740 -0.543 -1.185
C -4.430 -0.739 -2.411
H -1.271 -3.194 1.725
H -0.166 -2.721 0.400
H -1.746 -3.452 0.027
H -3.307 -0.398 1.349
H -3.381 -2.144 1.718
H -5.035 -1.631 0.001
H -3.724 -2.564 -0.777
H -5.502 -0.848 -2.228
H -4.057 -1.629 -2.925
H -4.261 0.137 -3.033
C -0.835 -4.075 -2.690
C -0.641 -2.615 -3.105
C -1.135 -2.373 -4.540
O -1.296 -1.755 -2.239
H -0.389 -4.723 -3.436
H -1.894 -4.309 -2.614
H -0.351 -4.263 -1.736
H 0.439 -2.386 -3.065
H -2.176 -2.671 -4.633
H -0.542 -2.956 -5.237
H -1.046 -1.316 -4.788
C -2.052 -1.434 4.601
O -0.814 -1.121 3.962
C -0.585 0.153 3.676
O -1.389 1.045 3.771
C 0.781 0.341 3.130
C 1.790 0.760 3.885
As 3.587 1.278 3.329
C 4.714 0.509 4.735
C 3.744 -0.135 1.970
C 2.761 -0.609 1.207
As 0.889 0.043 1.193
C 1.297 1.921 0.729
C 2.903 -1.787 0.328
O 1.950 -2.185 -0.326
O 4.099 -2.325 0.285
C 4.265 -3.504 -0.500
C 5.124 -0.722 1.955
O 5.387 -1.614 2.712
O 6.030 -0.191 1.152
C 5.750 0.906 0.297
C 1.632 1.268 5.270
O 2.351 2.178 5.623
O 0.699 0.705 6.001
C 0.540 1.233 7.324
H -2.258 -2.481 4.393
H -2.851 -0.794 4.224
H -1.951 -1.279 5.677
H 4.637 1.140 5.620
H 5.752 0.512 4.402
H 4.421 -0.516 4.968
H 2.184 2.271 1.262
H 0.450 2.544 1.005
H 1.452 2.003 -0.347
H 5.333 -3.701 -0.527
H 3.871 -3.343 -1.504
H 3.739 -4.339 -0.037
H 6.127 0.655 -0.695
H 6.288 1.784 0.667
H 4.679 1.123 0.240
H -0.286 0.691 7.774
H 0.324 2.301 7.277
H 1.455 1.084 7.901

Calculated values
Net charge: +2
2S+1: 2
E_LUMO (spin up / spin down), eV: -7.664 / -7.294
⟨S²⟩: 1.20

6.
DFT (ωB97M-V/def2-TZVPD) results for a structure of composition C5H7CdI3O4S at a distorted geometry.

Element x y z (Å)
C 2.177 0.988 0.076
C 1.525 -0.330 -0.546
I 3.065 -1.305 -1.825
C 0.901 -1.372 0.501
I 2.020 -1.604 2.359
O -0.519 -1.160 0.737
S -0.805 0.279 1.576
O -2.102 0.123 2.321
O -0.948 1.442 0.353
C -2.311 1.567 -0.127
C -2.899 0.229 -0.781
O -2.267 -0.532 -1.532
I -4.994 -0.295 -0.379
H 1.710 1.877 -0.486
H 3.317 0.992 -0.076
H 1.958 1.165 1.176
H 0.691 -0.019 -1.277
H 0.944 -2.401 -0.010
H -3.038 1.995 0.655
H -2.303 2.347 -0.975
Cd 3.877 -3.986 -1.739

Calculated values
Net charge: +2
E_LUMO, eV: -12.458

7.
DFT (ωB97M-V/def2-TZVPD) results for a cluster of 2 separate species, C13H18NSe in total.

Element x y z (Å)
C -3.671 0.520 -0.340
C -3.028 -0.017 -1.447
C -2.926 0.953 0.745
C -1.658 -0.151 -1.445
C -1.545 0.867 0.754
C -0.880 0.283 -0.351
C -0.784 1.360 1.953
C 1.526 -3.144 1.661
C 1.234 -0.795 -1.321
C 0.807 -2.251 2.308
C 1.902 0.018 -2.470
C 0.385 2.234 1.554
C 0.544 0.144 -0.399
N 2.830 0.970 -1.904
Se 1.697 1.175 0.537
H -4.746 0.610 -0.327
H -3.598 -0.331 -2.308
H -3.427 1.378 1.601
H -1.170 -0.549 -2.320
H -1.453 1.946 2.586
H -0.435 0.511 2.550
H 2.138 -3.858 2.185
H 1.526 -3.224 0.586
H 0.564 -1.543 -1.738
H 2.036 -1.299 -0.778
H 0.174 -1.544 1.788
H 0.793 -2.197 3.383
H 2.380 -0.700 -3.144
H 1.127 0.552 -3.022
H 0.066 3.073 0.930
H 0.919 2.623 2.422
H 3.755 0.571 -1.768
H 2.918 1.813 -2.461

Calculated values
Net charge: +1
Energy above the lowest of the compared OMol25 structures with the same formula, charge and spin, kJ/mol: 0.00
E_LUMO (spin up / spin down), eV: -5.021 / -5.022

8.
DFT (ωB97M-V/def2-TZVPD) results for a cluster of 5 separate species, C30H67ClN5O5 in total.

Element x y z (Å)
C 2.124 -0.546 -1.825
C 2.395 0.847 -2.362
C 3.601 1.503 -1.671
C 2.480 0.948 -3.902
C 2.896 -0.346 -4.589
C 1.086 1.218 -4.422
O 0.626 2.529 -3.992
C -0.525 2.593 -3.352
C -0.633 3.459 -2.255
C -1.822 3.552 -1.609
N -2.885 2.826 -2.017
C -2.836 1.987 -3.073
C -4.059 1.246 -3.507
C -5.061 0.859 -2.417
C -6.434 0.583 -3.001
Cl -6.360 -0.766 -4.153
C -1.648 1.865 -3.746
H 2.959 -1.229 -1.951
H 1.953 -0.454 -0.754
H 1.224 -0.982 -2.258
H 1.513 1.433 -2.087
H 3.374 2.545 -1.466
H 4.492 1.418 -2.285
H 3.762 1.026 -0.710
H 3.155 1.755 -4.174
H 3.771 -0.798 -4.136
H 2.090 -1.077 -4.536
H 3.079 -0.191 -5.649
H 1.086 1.195 -5.509
H 0.420 0.447 -4.039
H 0.217 4.032 -1.927
H -1.976 4.198 -0.761
H -3.756 2.930 -1.517
H -4.551 1.812 -4.299
H -3.695 0.333 -3.966
H -4.723 -0.064 -1.950
H -5.169 1.613 -1.638
H -7.151 0.331 -2.232
H -6.786 1.445 -3.558
H -1.596 1.214 -4.603
C -3.348 -0.711 0.554
C -2.352 0.305 0.008
C -0.902 -0.181 -0.035
O -0.223 -0.197 1.193
C -0.432 -1.350 1.993
N -2.495 1.565 0.745
H -3.294 -0.782 1.640
H -4.367 -0.415 0.304
H -3.172 -1.704 0.137
H -2.622 0.506 -1.036
H -0.348 0.525 -0.667
H -0.835 -1.164 -0.525
H -0.553 -2.245 1.376
H -1.304 -1.239 2.644
H 0.450 -1.477 2.618
H -1.898 2.269 0.318
H -2.097 1.438 1.672
C -2.087 -5.307 -4.343
C -0.583 -5.159 -4.551
C 0.018 -3.928 -3.862
O -0.240 -2.693 -4.516
C -1.498 -2.117 -4.240
N -0.296 -5.204 -5.985
H -2.652 -4.618 -4.973
H -2.402 -6.314 -4.610
H -2.365 -5.130 -3.302
H -0.102 -6.028 -4.095
H 1.106 -4.030 -3.864
H -0.300 -3.868 -2.812
H -1.814 -2.315 -3.210
H -2.272 -2.466 -4.927
H -1.396 -1.035 -4.373
H 0.708 -5.234 -6.137
H -0.593 -4.325 -6.400
C 0.051 0.190 7.911
C -0.257 -0.305 6.502
C -0.540 -1.810 6.415
O 0.605 -2.632 6.491
C 1.069 -2.918 7.799
N 0.828 0.107 5.606
H 1.062 -0.075 8.219
H -0.024 1.276 7.951
H -0.649 -0.224 8.639
H -1.169 0.201 6.169
H -0.976 -2.016 5.433
H -1.280 -2.114 7.167
H 0.238 -3.008 8.504
H 1.766 -2.157 8.159
H 1.596 -3.869 7.756
H 0.583 -0.114 4.645
H 1.628 -0.489 5.805
C 4.875 3.904 4.279
C 4.143 2.644 4.733
C 3.969 1.597 3.624
O 2.949 1.878 2.683
C 3.292 2.772 1.648
N 2.877 3.028 5.356
H 4.225 4.558 3.696
H 5.207 4.473 5.146
H 5.752 3.663 3.676
H 4.758 2.168 5.503
H 3.668 0.655 4.090
H 4.921 1.416 3.107
H 4.338 2.667 1.344
H 3.099 3.810 1.937
H 2.653 2.540 0.797
H 2.430 2.204 5.753
H 2.241 3.318 4.617

Calculated values
Net charge: +1
Energy above the lowest of the compared OMol25 structures with the same formula, charge and spin, kJ/mol: 0.00
E_LUMO, eV: -3.600